[1]
The following is a quantum chemistry calculation of a structure of composition C34H45As3I2N5NaO3S at a distorted geometry, from the Open Molecules 2025 dataset.

Each line ends with the Mulliken charge.
CARTESIAN COORDINATES (ANGSTROEM)
Na: 0.3964 -0.4391 -1.1402  0.43
C: 4.3133 0.4006 1.7844  -0.58
O: 4.6562 0.0356 0.4433  -0.61
C: 3.4968 -0.0587 -0.3047  -0.36
O: 2.4027 0.0982 0.1796  0.76
N: 3.8165 -0.3837 -1.5636  0.22
N: 2.9165 -0.5571 -2.6435  -0.85
H: 5.2443 0.4904 2.3420  0.33
H: 3.6743 -0.3559 2.2362  0.18
H: 3.7808 1.3474 1.7980  0.20
H: 4.7874 -0.4620 -1.7850  0.21
H: 2.3256 -1.3712 -2.4259  0.11
H: 2.3456 0.2920 -2.6882  0.50
C: -1.7981 2.9260 1.1439  -1.47
As: -0.2676 1.7623 0.7554  1.32
C: 1.0965 3.1779 0.8064  -1.06
C: 0.2003 1.0411 2.5417  -1.40
C: -0.5691 -0.0928 3.2189  3.61
C: 0.0506 -0.2625 4.6121  -2.11
C: -0.3911 -1.4636 2.5222  -2.32
As: -1.2074 -1.9067 0.7628  1.20
C: -0.6834 -3.7974 0.9275  -1.38
C: -3.0712 -2.2603 1.3201  -1.56
C: -2.0781 0.1948 3.2909  -1.23
As: -2.9360 1.6211 4.3901  0.42
C: -1.5414 2.9221 4.8945  -1.01
C: -3.0001 0.6724 6.1248  -1.19
H: -2.6546 2.3053 1.3962  0.30
H: -2.0147 3.4158 0.1997  0.51
H: -1.5890 3.6741 1.9183  0.30
H: 1.1016 3.6923 1.7693  0.52
H: 0.8834 3.8998 0.0219  0.43
H: 2.0607 2.7049 0.6015  -0.08
H: 0.2287 1.9044 3.2129  0.48
H: 1.2476 0.7214 2.3742  -0.35
H: 1.1257 -0.4814 4.5100  0.30
H: -0.4162 -1.0905 5.1552  0.49
H: -0.0282 0.6533 5.2105  0.28
H: -0.7223 -2.2551 3.2133  0.72
H: 0.6779 -1.6208 2.3273  0.21
H: -1.1743 -4.2409 1.7885  0.57
H: 0.4067 -3.8305 1.0100  0.28
H: -0.9793 -4.2984 -0.0003  0.32
H: -3.0859 -2.7976 2.2689  0.35
H: -3.4955 -2.8992 0.5384  0.49
H: -3.6293 -1.3257 1.3659  0.30
H: -2.5776 -0.7061 3.6485  0.68
H: -2.4569 0.3674 2.2746  -0.62
H: -1.2907 3.5084 4.0105  0.15
H: -0.6384 2.4660 5.2889  0.28
H: -2.0015 3.5553 5.6513  0.42
H: -3.6776 -0.1673 6.0121  0.31
H: -3.3855 1.3511 6.8805  0.43
H: -2.0050 0.3129 6.4038  0.31
I: 4.0950 4.2683 -1.7998  -0.15
C: 2.1786 4.1507 -2.7138  -0.10
C: 1.7089 5.2447 -3.4551  -0.48
C: 0.4739 5.1371 -4.0316  -0.23
I: -0.2312 6.7839 -5.1737  -0.08
C: -0.3071 3.9473 -3.9039  1.07
C: -1.5871 3.7733 -4.4577  -0.62
C: -2.2868 2.6306 -4.2356  -1.25
C: -1.6746 1.5925 -3.4994  -0.05
N: -0.4679 1.7119 -3.0079  0.14
C: 0.2173 2.8588 -3.2059  0.33
C: 1.5359 2.9123 -2.5703  -0.47
O: 2.0262 1.9286 -1.9560  -0.52
H: 2.3087 6.1424 -3.5212  0.36
H: -1.9949 4.6123 -5.0149  0.09
H: -3.2970 2.5193 -4.5996  0.42
H: -2.2280 0.6886 -3.3098  0.42
C: -2.4030 -3.0179 -4.0558  -1.03
C: -1.4319 -3.8140 -4.6527  -0.39
C: -0.2242 -4.0330 -4.0269  -1.38
C: 0.0378 -3.4136 -2.7918  0.02
N: -0.8570 -2.5444 -2.2959  0.60
C: -2.0365 -2.3766 -2.8933  -0.17
C: 1.3007 -3.6739 -1.9754  1.69
C: 2.0781 -4.7944 -2.2773  -0.86
C: 3.1926 -5.0830 -1.5154  -0.71
C: 3.5759 -4.2555 -0.4678  -0.92
C: 2.8184 -3.1111 -0.2493  -0.97
C: 1.6687 -2.7509 -0.9665  0.99
H: -3.3799 -2.8535 -4.4822  0.49
H: -1.6064 -4.3017 -5.6044  0.36
H: 0.5482 -4.6440 -4.4642  0.39
H: -2.7432 -1.7025 -2.4181  0.23
H: 1.7663 -5.4636 -3.0614  0.30
H: 3.7655 -5.9878 -1.7205  0.29
H: 4.4391 -4.4944 0.1685  0.36
H: 3.1345 -2.4388 0.5580  -0.05
S: -5.2400 0.4494 -1.7666  -0.54
C: -3.8648 0.4979 -0.8961  0.04
N: -2.8789 0.5152 -0.2846  -0.35

Properties
Molar mass, g/mol: 1105.4
LUMO level, Ha: 0.12654
Net charge: -2
E_tot, a.u.: -9685.34223
Frontier orbital gap, eV: 5.5
Energy above the lowest of the compared OMol25 structures with the same formula, charge and spin, kJ/mol: 0.00
HOMO, Eh: -0.0760

[2]
The following is a quantum chemistry calculation of a structure of composition C34H45BrIOPPdSi4Te at a distorted geometry, from the Open Molecules 2025 dataset.

Each line ends with the Mulliken charge.
CARTESIAN COORDINATES (ANGSTROEM)
Pd: -0.5825 -0.0389 1.4863  -0.50
O: -0.7570 -2.4918 0.9165  -0.58
C: -1.0337 -1.5395 0.2531  0.42
C: -1.6820 -1.3850 -1.0704  -0.13
C: -1.8193 -2.4634 -1.9297  -0.62
C: -2.2567 -2.2515 -3.2286  -0.65
C: -2.5618 -0.9650 -3.6491  -0.70
C: -2.4565 0.1074 -2.7712  -0.46
C: -2.0208 -0.1057 -1.4710  -0.19
P: -1.8637 1.1518 -0.1441  1.89
C: -3.4890 1.0805 0.6885  0.54
C: -4.5645 0.3379 0.2102  -0.30
C: -5.7501 0.2829 0.9337  -0.71
C: -5.8717 0.9806 2.1260  -0.59
C: -4.8061 1.7394 2.5967  -0.72
C: -3.6149 1.7812 1.8891  -0.41
C: -1.9100 2.7574 -0.9883  0.48
C: -2.9686 3.6542 -0.8824  -0.35
C: -2.9256 4.8572 -1.5767  -0.68
C: -1.8338 5.1698 -2.3736  -0.53
C: -0.7731 4.2777 -2.4820  -0.66
C: -0.8073 3.0803 -1.7858  -0.38
H: -1.5651 -3.4532 -1.5703  0.54
H: -2.3495 -3.0808 -3.9170  0.41
H: -2.8952 -0.7972 -4.6661  0.45
H: -2.7119 1.1094 -3.0946  0.51
H: -4.4803 -0.2042 -0.7233  0.40
H: -6.5802 -0.3076 0.5665  0.40
H: -6.7903 0.9242 2.6960  0.39
H: -4.8972 2.2901 3.5247  0.44
H: -2.7696 2.3423 2.2737  0.40
H: -3.8258 3.4189 -0.2674  0.38
H: -3.7521 5.5520 -1.4938  0.42
H: -1.8065 6.1109 -2.9084  0.39
H: 0.0820 4.5177 -3.1019  0.43
H: 0.0272 2.3881 -1.8530  0.42
Br: 5.0993 1.1554 -1.2124  -0.19
C: 4.2168 -0.4027 -1.8295  0.17
C: 4.7913 -1.0825 -2.8967  -0.49
C: 4.1874 -2.2263 -3.3936  -0.48
C: 3.0196 -2.6999 -2.8143  -0.78
C: 2.4548 -2.0208 -1.7454  -0.08
C: 3.0414 -0.8610 -1.2440  -0.08
I: 2.0677 0.1642 0.3435  0.37
H: 5.7124 -0.7132 -3.3285  0.38
H: 4.6325 -2.7444 -4.2337  0.36
H: 2.5503 -3.6011 -3.1889  0.39
H: 1.5488 -2.3966 -1.2848  0.38
C: -2.3658 -1.0539 3.6693  0.57
Si: -0.8900 -1.2745 4.8298  0.28
C: -1.6302 -1.8434 6.4598  -1.12
C: 0.2242 -2.6329 4.1790  -0.88
Si: 0.4050 0.6884 4.9869  0.20
Te: 0.4381 1.9793 2.8120  -0.64
Si: 2.6133 0.1777 5.5147  0.42
C: 3.4372 -0.8099 4.1596  -0.74
C: 3.5559 1.7861 5.7022  -1.08
C: 2.7346 -0.7787 7.1261  -1.02
Si: -0.5504 2.2127 6.5093  0.60
C: 0.3992 2.1950 8.1343  -1.10
C: -0.4874 3.9534 5.8243  -1.11
C: -2.3429 1.7927 6.8685  -0.83
H: -2.8317 -2.0147 3.4312  0.41
H: -2.1014 -0.5752 2.7110  -0.98
H: -3.1181 -0.4000 4.1218  0.25
H: -2.0713 -2.8369 6.3283  0.37
H: -2.4221 -1.1645 6.7821  0.28
H: -0.8881 -1.9054 7.2622  0.26
H: -0.3143 -3.5836 4.1041  0.38
H: 1.0893 -2.7795 4.8309  0.31
H: 0.5940 -2.3823 3.1806  0.12
H: 3.3793 -0.2736 3.2079  -0.05
H: 2.9693 -1.7869 4.0209  0.25
H: 4.4948 -0.9668 4.3955  0.41
H: 3.4639 2.3898 4.7940  0.28
H: 4.6189 1.5985 5.8852  0.36
H: 3.1695 2.3778 6.5372  0.24
H: 2.1335 -1.6943 7.1048  0.28
H: 2.3916 -0.1721 7.9703  0.29
H: 3.7743 -1.0654 7.3175  0.39
H: 1.4508 2.4476 7.9743  0.26
H: 0.3562 1.2090 8.6091  0.26
H: -0.0171 2.9256 8.8370  0.38
H: 0.5199 4.1917 5.4675  0.31
H: -0.7707 4.6879 6.5859  0.36
H: -1.1587 4.0567 4.9673  0.26
H: -2.9183 1.7244 5.9386  0.07
H: -2.8002 2.5674 7.4919  0.38
H: -2.4354 0.8413 7.3953  0.22

Properties
Molar mass, g/mol: 1053.9
LUMO level, Ha: -0.02354
Net charge: 0
E_tot, a.u.: -6164.88170
Frontier orbital gap, eV: 6.1
Energy above the lowest of the compared OMol25 structures with the same formula, charge and spin, kJ/mol: 14.46
HOMO, Eh: -0.2467

[3]
The following is a quantum chemistry calculation of a structure of composition C34H45IN9O4ReS2 at a distorted geometry, from the Open Molecules 2025 dataset.

Each line ends with the Mulliken charge.
CARTESIAN COORDINATES (ANGSTROEM)
Re: -0.1429 -0.1979 0.4604  0.75
N: 2.5225 0.6474 4.0918  -0.42
C: 1.8542 0.2975 2.9809  0.40
O: 0.6813 -0.0568 3.0371  -0.38
C: 2.6322 0.3627 1.6913  -0.77
C: 2.0343 -0.5553 0.6250  -0.35
H: 2.0251 0.6781 4.9669  0.28
H: 3.4637 0.9978 4.0573  0.21
H: 3.6802 0.1129 1.8750  0.85
H: 2.5839 1.4051 1.3437  0.23
H: 2.2603 -1.5978 0.8848  0.68
H: 2.5085 -0.3249 -0.3350  -0.67
I: -3.4412 6.9736 -2.3466  0.06
C: -2.0834 5.6072 -1.4618  -0.18
C: -0.7261 5.8839 -1.4784  -0.65
C: 0.1510 4.9817 -0.9060  -0.57
C: -0.3242 3.8137 -0.3213  0.23
C: -1.6902 3.5619 -0.2968  0.27
C: -2.5738 4.4544 -0.8701  -0.78
C: 0.6452 2.8315 0.2562  0.26
O: 1.7951 3.1560 0.5338  -0.93
O: 0.2059 1.6369 0.4018  -0.25
H: -0.3511 6.7897 -1.9330  0.40
H: 1.2138 5.1702 -0.9107  0.45
H: -2.0458 2.6714 0.1923  0.28
H: -3.6387 4.2718 -0.8588  0.40
C: -5.2584 -1.9673 -1.6517  -1.19
N: -3.9664 -1.3428 -1.8149  -0.05
C: -3.5301 -0.2630 -1.1621  0.46
N: -4.3073 0.2892 -0.2188  -0.18
S: -2.0406 0.4038 -1.5898  -0.24
H: -5.2849 -2.8564 -2.2747  0.37
H: -6.0686 -1.3012 -1.9613  0.38
H: -5.4178 -2.2618 -0.6117  0.35
H: -3.3412 -1.7079 -2.5181  0.25
H: -5.2631 0.0015 -0.0872  0.25
H: -3.9672 1.1163 0.2398  0.10
C: -3.1130 2.3593 4.4279  -0.95
N: -3.1427 1.0730 3.7706  0.22
C: -3.9057 0.0611 4.2081  -0.18
C: -3.9570 -1.1194 3.5373  -1.33
C: -3.1620 -1.2351 2.3660  0.57
N: -2.3547 -0.2638 1.9831  0.91
C: -2.2931 0.9133 2.6569  -0.84
O: -1.5872 1.8331 2.3077  -0.52
N: -3.2777 -2.3076 1.5593  0.27
H: -3.9453 2.4456 5.1222  0.40
H: -3.1744 3.1448 3.6737  0.28
H: -2.1714 2.4922 4.9625  0.28
H: -4.4840 0.2396 5.1036  0.39
H: -4.5697 -1.9365 3.8716  0.51
H: -3.6665 -3.1587 1.9278  0.34
H: -2.5770 -2.3818 0.8355  -0.41
C: 5.9242 -0.0733 -2.2468  -1.29
N: 4.6023 0.2892 -2.7034  0.11
C: 3.8396 -0.8235 -3.2128  -1.22
C: 4.0118 1.4613 -2.3834  0.36
S: 2.3364 1.5826 -2.3435  -0.21
N: 4.7884 2.5236 -2.0773  0.12
C: 6.0072 2.8485 -2.7925  -1.21
C: 4.2324 3.6453 -1.3538  -0.77
H: 5.8678 -1.0346 -1.7311  0.40
H: 6.3029 0.6654 -1.5488  0.42
H: 6.6230 -0.1719 -3.0802  0.32
H: 4.4309 -1.3402 -3.9687  0.44
H: 2.9195 -0.4625 -3.6627  0.40
H: 3.5880 -1.5262 -2.4128  0.34
H: 6.2092 2.1246 -3.5775  0.38
H: 6.8606 2.8996 -2.1112  0.33
H: 5.8890 3.8329 -3.2549  0.39
H: 3.4372 3.3153 -0.6878  0.04
H: 3.8339 4.4053 -2.0315  0.34
H: 5.0253 4.0880 -0.7516  0.39
C: 0.1781 -5.3456 2.8281  -0.76
C: -0.1486 -4.0838 3.3038  -1.25
C: -0.3133 -3.0228 2.4360  0.05
C: -0.1604 -3.1995 1.0544  0.70
C: 0.2287 -4.4641 0.5915  -0.62
C: 0.3915 -5.5185 1.4698  -0.70
N: -0.3723 -2.1166 0.1752  1.24
C: -0.6429 -2.5434 -1.1613  -0.40
C: -1.6621 -3.4607 -1.4327  0.12
C: -1.9322 -3.8426 -2.7361  -1.08
C: -1.1890 -3.3312 -3.7874  -0.63
C: -0.1634 -2.4369 -3.5254  -0.61
C: 0.1072 -2.0431 -2.2296  0.15
H: 0.2771 -6.1797 3.5061  0.42
H: -0.2690 -3.9171 4.3634  0.49
H: -0.5445 -2.0378 2.8125  0.50
H: 0.4279 -4.6180 -0.4582  0.44
H: 0.6911 -6.4818 1.0856  0.44
H: -2.2474 -3.8848 -0.6268  0.44
H: -2.7219 -4.5563 -2.9216  0.46
H: -1.4046 -3.6293 -4.8011  0.41
H: 0.4268 -2.0384 -4.3347  0.47
H: 0.9007 -1.3396 -2.0225  0.41

Properties
Molar mass, g/mol: 1021.0
LUMO level (alpha / beta), Ha: -0.12409 / -0.11389
Net charge: +1
E_tot, a.u.: -3288.54338
Spin multiplicity: 2
Frontier orbital gap (alpha / beta), eV: 6.2 / 6.5
Energy above the lowest of the compared OMol25 structures with the same formula, charge and spin, kJ/mol: 215.42
HOMO (alpha / beta), Eh: -0.3519 / -0.3518